No. 1
144
Properties=species:S:1:pos:R:3:forces:R:3:mulliken_charge:R:1 method="wB97M-V/def2-TZVPD" gap_ev=8.3 charge=+1 fmax_ev_per_a=1.03
C 6.715 -1.622 -0.347 -0.296 0.421 -0.149 -1.02
B 5.915 -0.363 -0.851 0.448 -0.153 0.163 1.13
O 6.472 0.504 -1.747 -0.694 -0.268 -0.311 -0.72
C 4.422 -0.127 -0.336 0.821 0.249 0.364 -0.63
C 3.389 0.096 -1.431 -0.777 -0.214 0.517 -0.23
C 2.823 -1.166 -2.108 0.098 0.070 0.048 -1.96
C 2.080 -2.093 -1.162 0.006 0.026 -0.087 0.72
C 2.838 -3.065 -0.514 0.206 -0.084 0.114 -0.64
C 2.295 -3.947 0.402 -0.065 0.270 -0.115 -1.08
C 0.938 -3.852 0.673 0.382 -0.390 0.204 -1.27
C 0.167 -2.920 0.011 -0.511 0.088 0.110 -0.54
C 0.695 -2.023 -0.911 0.580 -0.201 -0.303 1.48
C -0.199 -1.003 -1.566 0.383 0.293 0.570 -2.08
N 2.315 0.744 -0.622 -0.624 0.470 0.616 1.00
C 2.688 1.201 0.504 0.664 -0.341 0.265 -1.58
C 4.168 1.004 0.701 0.185 0.438 -0.118 1.85
C 4.841 2.377 0.354 -0.512 -0.272 0.137 -1.30
N 4.238 3.535 1.022 -0.182 -0.405 -0.193 -0.60
C 4.644 0.591 2.102 -0.309 -0.045 0.054 -0.67
C 3.778 -0.462 2.755 0.341 -0.871 -0.006 -0.15
O 4.204 -1.570 2.960 -0.144 0.258 -0.027 -0.45
H 6.638 -1.699 0.741 0.009 -0.134 0.012 0.24
H 7.767 -1.590 -0.627 0.028 -0.172 -0.010 0.38
H 6.245 -2.523 -0.754 0.127 -0.117 0.064 0.31
H 7.167 0.053 -2.240 0.383 0.371 0.162 0.30
H 4.211 -1.029 0.246 -0.442 -0.176 -0.382 -0.05
H 3.696 0.858 -2.150 0.147 -0.205 -0.183 0.59
H 3.684 -1.696 -2.518 -0.038 -0.031 -0.087 0.65
H 2.204 -0.877 -2.955 0.000 0.063 -0.045 0.57
H 3.902 -3.125 -0.716 0.004 -0.021 -0.100 0.39
H 2.932 -4.665 0.901 -0.048 -0.041 0.066 1.03
H 0.511 -4.522 1.407 -0.223 0.050 -0.046 0.60
H -0.894 -2.879 0.230 -0.031 0.019 -0.054 0.50
H 0.242 -0.570 -2.459 -0.149 -0.068 -0.182 0.28
H -0.312 -0.183 -0.847 -0.336 0.054 -0.105 0.35
H -1.201 -1.364 -1.777 0.037 -0.134 -0.051 0.58
H 1.339 0.862 -0.888 0.051 0.004 -0.648 -0.35
H 2.000 1.677 1.191 -0.184 0.103 -0.187 0.75
H 5.884 2.293 0.660 0.099 0.033 -0.241 0.39
H 4.772 2.511 -0.726 0.280 0.164 -0.009 0.38
H 3.404 3.834 0.526 -0.036 0.023 0.064 0.26
H 3.931 3.284 1.955 0.188 0.243 0.146 0.35
H 5.632 0.147 1.980 0.052 0.025 0.092 0.13
H 4.762 1.447 2.772 -0.196 0.069 -0.023 0.67
H 2.722 -0.256 3.019 0.049 0.383 -0.066 0.38
C -3.163 2.749 -0.957 0.067 0.256 0.108 -0.31
C -2.720 3.878 -1.857 -0.177 -0.303 -0.484 -0.47
O -1.375 4.180 -1.396 0.035 0.033 0.247 -0.20
S -0.678 2.856 -0.901 -0.992 0.263 -0.028 1.34
O 0.152 2.336 -1.943 0.460 -0.188 0.316 -0.60
O -0.140 3.075 0.402 0.572 -0.121 -0.203 -0.66
O -1.955 1.945 -0.788 0.064 0.037 -0.351 -0.28
H -3.469 3.108 0.015 0.075 -0.057 0.086 0.32
H -3.957 2.150 -1.388 0.140 -0.216 0.031 0.30
H -3.357 4.753 -1.777 0.227 0.147 0.174 0.43
H -2.655 3.574 -2.902 0.030 0.020 -0.014 0.27
C -6.343 5.579 2.815 -0.338 0.031 0.250 -0.23
C -5.724 4.360 3.462 0.407 0.101 -0.027 -0.04
O -6.293 3.253 2.743 -0.204 0.147 -0.043 -0.37
S -6.558 3.668 1.229 -0.066 0.050 0.273 1.04
O -5.465 3.216 0.427 -0.382 0.203 0.035 -0.43
O -7.886 3.343 0.887 0.038 0.655 0.404 -0.52
O -6.400 5.250 1.416 0.312 -0.126 -0.014 -0.35
H -7.359 5.752 3.170 0.005 -0.018 0.023 0.29
H -5.750 6.477 2.965 0.050 0.002 -0.216 0.35
H -5.947 4.278 4.521 -0.094 -0.304 -0.205 0.00
H -4.641 4.342 3.321 -0.001 0.026 0.036 0.22
C 1.630 -7.818 -0.771 -0.502 -0.180 0.225 0.10
C 2.835 -7.864 0.128 0.253 0.514 0.047 -0.20
O 3.493 -9.094 -0.212 -0.297 -0.150 -0.134 -0.35
S 3.272 -9.397 -1.767 -0.142 0.171 0.158 1.15
O 4.417 -8.957 -2.486 0.022 -0.082 -0.099 -0.58
O 2.775 -10.717 -1.901 0.123 -0.069 -0.054 -0.56
O 2.086 -8.352 -2.025 0.360 0.049 0.089 -0.33
H 0.829 -8.457 -0.395 -0.029 0.047 0.004 0.00
H 1.251 -6.808 -0.903 0.046 -0.013 -0.243 0.22
H 2.572 -7.854 1.181 0.139 -0.218 0.037 0.39
H 3.522 -7.042 -0.080 -0.017 0.019 0.054 0.16
C 4.772 5.719 -1.485 -0.051 -0.374 -0.307 0.10
C 6.127 6.394 -1.510 0.020 0.091 0.440 -0.46
O 5.961 7.468 -2.451 -0.170 -0.304 -0.113 -0.32
S 4.468 8.025 -2.374 0.168 -0.064 -0.010 1.11
O 4.438 9.173 -1.546 -0.210 0.054 -0.061 -0.55
O 3.922 8.029 -3.685 -0.029 0.176 -0.028 -0.54
O 3.829 6.798 -1.567 0.161 0.053 0.190 -0.32
H 4.638 5.075 -2.359 0.026 0.053 -0.034 0.23
H 4.582 5.142 -0.582 0.107 0.316 0.040 0.03
H 6.922 5.731 -1.837 0.020 0.127 -0.217 0.31
H 6.384 6.820 -0.539 -0.016 -0.026 0.012 0.38
C -2.930 -10.783 -0.151 -0.217 -0.106 -0.348 -0.33
C -1.689 -10.254 -0.836 0.269 -0.145 0.266 -0.32
O -1.919 -8.839 -0.934 -0.227 -0.091 -0.064 -0.28
S -2.774 -8.343 0.327 0.064 -0.321 -0.135 1.12
O -1.885 -7.811 1.299 -0.096 0.155 0.038 -0.53
O -3.886 -7.609 -0.153 0.093 0.225 0.061 -0.54
O -3.257 -9.780 0.823 0.287 0.018 0.046 -0.31
H -3.766 -10.871 -0.847 0.019 -0.003 -0.016 0.30
H -2.764 -11.739 0.338 -0.018 0.107 0.214 0.30
H -1.535 -10.679 -1.824 -0.050 0.212 -0.100 0.36
H -0.796 -10.417 -0.228 -0.012 -0.059 -0.005 0.25
C 7.878 -7.343 0.086 0.389 -0.175 0.068 -0.36
C 7.132 -8.658 0.155 -0.350 0.100 -0.373 -0.03
O 6.743 -8.765 1.535 0.286 0.110 0.108 -0.28
S 6.452 -7.318 2.132 0.149 -0.230 -0.255 1.02
O 5.053 -7.068 2.078 -0.090 0.226 0.114 -0.46
O 7.184 -7.164 3.333 -0.133 0.017 0.106 -0.56
O 7.145 -6.469 0.963 -0.215 -0.104 -0.119 -0.29
H 8.896 -7.436 0.467 -0.005 -0.018 -0.004 0.28
H 7.902 -6.930 -0.918 -0.156 0.163 0.063 0.34
H 7.746 -9.508 -0.128 0.008 -0.077 0.244 0.34
H 6.229 -8.643 -0.458 0.038 -0.005 -0.034 -0.01
C 0.232 6.409 -3.825 0.396 -0.214 -0.102 -0.19
C 0.410 7.780 -4.430 -0.160 0.451 0.348 -0.28
O 0.080 7.608 -5.816 0.097 -0.407 0.051 -0.33
S -1.053 6.492 -5.963 0.118 0.128 0.158 1.02
O -2.324 7.113 -6.062 -0.082 -0.122 -0.052 -0.55
O -0.619 5.530 -6.908 -0.054 0.023 -0.111 -0.54
O -0.923 5.872 -4.484 -0.095 0.198 0.031 -0.22
H 1.086 5.764 -4.041 0.011 0.023 -0.005 0.23
H 0.069 6.444 -2.752 -0.230 -0.056 0.026 0.29
H 1.424 8.152 -4.318 0.045 -0.027 -0.301 0.23
H -0.290 8.500 -4.001 0.006 -0.023 0.032 0.33
C -11.084 0.525 -1.478 0.023 0.205 -0.349 -0.31
C -10.413 -0.756 -1.926 -0.249 -0.287 0.221 -0.35
O -9.035 -0.570 -1.577 -0.018 0.302 -0.092 -0.31
S -8.928 0.316 -0.243 -0.165 -0.060 -0.095 1.11
O -8.767 -0.542 0.875 0.063 0.087 0.082 -0.60
O -8.040 1.394 -0.479 0.102 -0.845 -0.520 -0.42
O -10.432 0.859 -0.247 -0.003 -0.248 0.051 -0.31
H -10.915 1.336 -2.189 -0.004 -0.022 -0.021 0.28
H -12.151 0.403 -1.314 0.032 0.022 0.224 0.30
H -10.510 -0.933 -2.993 0.233 0.050 -0.030 0.31
H -10.793 -1.620 -1.377 -0.041 0.015 -0.014 0.30
C -8.161 7.503 6.531 -0.415 -0.041 0.139 -0.33
C -7.488 7.503 7.888 0.307 0.337 -0.089 -0.40
O -7.131 6.128 8.103 -0.261 -0.084 -0.123 -0.29
S -6.773 5.437 6.715 -0.193 0.359 0.376 1.08
O -5.364 5.446 6.532 0.006 -0.126 -0.170 -0.53
O -7.526 4.244 6.590 0.165 -0.137 -0.022 -0.53
O -7.400 6.558 5.758 0.225 0.123 0.104 -0.21
H -9.190 7.146 6.593 0.004 0.002 0.017 0.29
H -8.143 8.479 6.054 0.162 -0.079 -0.156 0.33
H -8.142 7.850 8.682 -0.018 -0.241 0.091 0.33
H -6.573 8.098 7.883 -0.021 0.023 -0.009 0.29

No. 2
100
Properties=species:S:1:pos:R:3:forces:R:3:mulliken_charge:R:1 method="wB97M-V/def2-TZVPD" gap_ev=8.6 charge=+1 fmax_ev_per_a=2.69
O -2.398 2.568 -0.098 1.089 0.117 -0.488 0.07
O -2.988 0.481 -1.367 -1.433 -0.517 -1.329 -0.29
C -2.475 3.218 1.159 -0.587 -0.013 0.021 -0.23
C -1.359 4.162 1.546 0.023 -0.112 0.434 -1.37
H -2.573 2.393 1.878 0.056 0.283 0.241 0.24
H -3.430 3.760 1.153 0.127 0.012 0.213 0.37
H -0.393 3.650 1.635 -0.135 0.192 -0.107 0.21
H -1.608 4.551 2.540 0.073 0.027 -0.172 0.46
H -1.276 5.010 0.861 0.089 -0.144 0.077 0.28
C -1.326 2.912 -0.995 -0.130 -0.240 0.733 1.56
C -1.793 3.964 -1.957 -0.020 0.123 -0.415 -1.56
H -1.066 1.982 -1.521 -0.035 0.275 0.123 -0.93
H -0.428 3.245 -0.448 -0.315 -0.153 -0.124 -0.02
H -2.453 3.509 -2.707 0.098 0.296 0.135 0.29
H -0.929 4.404 -2.457 -0.114 0.082 -0.155 0.47
H -2.341 4.753 -1.428 0.129 -0.111 -0.151 0.26
C -2.819 -0.513 -2.420 -0.329 0.369 0.608 0.09
C -4.381 0.779 -1.087 0.462 -0.580 -0.002 0.12
C -1.855 0.067 -3.415 0.043 0.033 -0.550 -0.74
H -3.798 -0.719 -2.885 0.390 0.022 0.177 0.53
H -2.468 -1.448 -1.959 0.051 0.212 -0.155 -0.34
H -2.270 1.000 -3.832 0.239 -0.343 0.154 0.31
H -1.690 -0.636 -4.242 0.051 0.158 0.145 0.43
H -0.891 0.288 -2.942 -0.143 -0.037 -0.121 -0.30
C -4.992 1.512 -2.251 -0.371 0.218 -0.023 -1.22
H -4.382 1.378 -0.176 0.052 -0.083 -0.198 -0.02
H -4.903 -0.183 -0.893 0.119 0.562 -0.032 0.22
H -4.326 2.296 -2.629 -0.121 -0.170 0.193 0.19
H -5.918 1.984 -1.914 -0.024 -0.028 -0.186 0.41
H -5.233 0.822 -3.062 -0.035 0.187 -0.044 0.39
H -2.088 0.403 -0.209 1.133 -1.746 1.710 -1.04
N 2.836 0.496 0.819 -0.103 -0.709 -0.207 1.94
C 4.072 -0.036 0.903 -0.726 0.721 -0.260 0.69
C 4.391 -1.367 0.574 0.331 -0.146 0.093 -2.12
C 3.561 -2.296 -0.058 -1.306 -0.071 0.200 1.20
C 5.225 0.860 1.277 0.447 -0.220 0.032 -1.65
H 4.987 1.528 2.115 -0.053 -0.103 -0.338 0.26
H 5.549 1.462 0.413 -0.149 -0.084 0.309 0.22
H 6.068 0.221 1.572 -0.147 0.316 -0.086 0.53
C 4.124 -3.516 -0.708 0.762 -0.197 -0.059 -1.50
H 3.890 -3.545 -1.782 -0.035 0.039 0.285 0.25
H 3.739 -4.437 -0.251 -0.010 0.269 -0.157 0.28
H 5.213 -3.509 -0.595 -0.213 -0.127 -0.122 0.50
N 2.224 -2.141 -0.072 0.904 -0.516 -0.363 1.25
C 2.676 1.915 0.647 0.655 0.016 0.502 -0.52
C 2.377 2.711 1.768 0.111 -0.156 -0.546 1.39
C 2.221 2.083 3.120 0.050 0.160 0.588 -1.33
C 2.294 4.090 1.599 -0.048 0.299 -0.103 -0.83
H 2.093 4.718 2.474 0.036 -0.186 -0.384 0.42
C 2.492 4.667 0.343 -0.074 -0.094 0.005 -0.89
H 2.397 5.744 0.213 0.089 -0.216 0.084 0.45
C 2.818 3.866 -0.751 -0.098 0.176 0.081 -1.18
H 3.018 4.305 -1.732 -0.104 -0.026 0.351 0.41
C 2.931 2.488 -0.613 -0.084 -0.207 0.545 1.04
C 3.389 1.639 -1.756 0.042 0.043 -0.660 -1.19
C 1.307 -3.007 -0.760 0.196 0.152 -0.083 0.01
C 0.680 -4.041 -0.031 0.038 0.578 -0.136 0.98
C 1.200 -4.424 1.328 -0.014 -0.313 0.537 -1.34
C -0.442 -4.650 -0.589 0.026 0.070 -0.422 -0.35
H -0.951 -5.430 -0.022 0.044 0.163 -0.228 0.42
C -0.895 -4.261 -1.856 0.083 -0.223 0.243 -0.95
H -1.782 -4.728 -2.274 0.129 0.045 0.049 0.39
C -0.207 -3.302 -2.595 -0.190 -0.283 -0.350 -0.87
H -0.530 -3.031 -3.609 0.050 -0.203 0.466 0.45
C 0.919 -2.683 -2.078 -0.025 0.214 0.738 0.47
C 1.643 -1.622 -2.855 0.073 0.248 -0.557 -1.02
Y 0.987 -0.876 1.207 1.312 0.380 0.223 -0.38
H 1.215 1.662 3.278 0.205 0.040 -0.036 0.12
H 2.364 2.848 3.897 -0.127 -0.246 -0.176 0.54
H 2.955 1.287 3.308 -0.278 0.174 -0.115 0.22
H 2.740 0.773 -1.939 0.194 0.172 0.204 -0.11
H 4.417 1.269 -1.620 -0.319 0.036 0.024 0.30
H 3.385 2.250 -2.668 0.066 -0.214 0.137 0.47
H 0.741 -5.373 1.642 0.117 0.300 -0.051 0.47
H 0.972 -3.682 2.124 0.157 -0.364 -0.483 0.16
H 2.292 -4.572 1.340 -0.413 0.129 -0.051 0.20
H 2.710 -1.552 -2.609 -0.307 -0.023 0.038 0.32
H 1.195 -0.621 -2.711 0.193 -0.383 0.043 -0.23
H 1.569 -1.840 -3.933 0.003 0.091 0.339 0.57
H 5.440 -1.653 0.703 -0.464 0.132 -0.144 0.31
C -1.392 -0.291 0.591 -0.694 1.096 -1.088 1.90
Si -2.575 -1.470 1.485 -1.267 -0.749 0.124 0.31
H -0.734 -0.808 -0.159 -0.598 0.444 0.136 -0.28
H -0.910 0.509 1.202 -0.124 -0.291 -0.283 0.21
C -3.902 -0.508 2.425 0.280 0.133 0.020 -1.14
C -1.827 -2.716 2.683 0.315 0.164 0.052 -1.11
C -3.452 -2.607 0.245 0.048 0.177 -0.297 -0.69
H -3.983 -3.411 0.784 0.217 0.329 -0.013 0.44
H -2.721 -3.099 -0.414 -0.239 0.115 0.141 -0.12
H -4.199 -2.098 -0.386 0.305 -0.169 0.208 0.22
H -3.502 -0.129 3.374 -0.117 0.006 -0.131 0.35
H -4.752 -1.166 2.666 0.326 0.093 -0.101 0.37
H -4.295 0.342 1.858 0.070 -0.110 0.082 0.28
H -1.139 -2.267 3.412 -0.183 -0.240 -0.091 0.25
H -1.317 -3.537 2.155 -0.053 0.258 0.152 0.24
H -2.660 -3.173 3.237 0.161 0.176 -0.134 0.46
C 1.357 -1.440 3.403 0.037 0.075 0.229 -1.81
H 2.449 -1.427 3.562 -0.187 0.006 0.070 0.35
H 0.964 -2.377 3.810 0.119 0.174 0.096 0.67
H 0.930 -0.607 3.990 0.126 -0.231 0.119 0.45